The following is a quantum chemistry calculation of 2 unconnected molecules or ions with the total composition C9H22O2PSi, from the Open Molecules 2025 dataset.

XYZ file:
```
35
Properties=species:S:1:pos:R:3:forces:R:3
C 0.9420 0.3850 -1.7833 0.6 0.1 -0.3
C 1.2452 1.1159 -0.6963 -0.8 -0.9 0.2
P 0.0769 1.8555 0.5083 0.8 0.2 1.5
C -1.0967 0.5517 1.1664 0.0 0.0 -0.6
C -0.5585 -0.8710 1.1376 -0.6 0.1 0.5
O 0.8322 -0.9442 1.4625 -0.2 -0.9 -0.1
Si 1.4119 -2.5069 1.4951 0.9 -0.2 -0.3
C 0.5174 -3.6244 2.7309 0.0 0.7 -0.3
C 1.3139 -3.3835 -0.1763 0.1 0.0 0.5
C 3.2454 -2.4451 1.9581 -1.0 -0.2 -0.3
H 0.3821 -0.5456 -1.7854 -1.5 0.8 -0.1
H 1.3340 0.7185 -2.7443 1.1 -1.0 0.1
H 2.2941 1.3476 -0.5340 -0.2 1.5 -0.7
H -0.7368 2.7008 -0.3045 0.0 -0.7 -0.5
H -1.3533 0.7994 2.1952 0.2 0.2 0.0
H -2.0286 0.5882 0.5991 0.0 -0.1 0.0
H -1.1072 -1.4339 1.9060 -0.1 0.0 -0.1
H -0.8119 -1.3621 0.1922 0.4 0.1 -0.2
H 0.9092 -4.6393 2.7183 0.1 0.0 0.0
H -0.5359 -3.6552 2.4499 -0.1 -0.1 0.2
H 0.6122 -3.2036 3.7329 -0.1 -0.1 0.1
H 1.8897 -2.8750 -0.9481 -0.2 0.1 -0.1
H 1.7967 -4.3531 -0.0165 0.0 -0.1 0.0
H 0.2936 -3.5832 -0.5015 0.0 0.1 -0.2
H 3.3642 -1.7187 2.7591 0.4 -0.1 0.0
H 3.8586 -2.2187 1.0880 0.1 0.3 0.1
H 3.5063 -3.4575 2.2728 0.1 0.1 0.3
C -3.3415 4.7070 -2.2194 -0.4 0.3 -0.4
C -2.0261 4.4696 -3.0021 -0.5 0.0 0.5
O -1.1381 3.7791 -2.2697 0.3 -0.1 -0.2
H -3.1557 5.2798 -1.3068 0.1 -0.1 0.0
H -4.0667 5.2756 -2.8283 0.0 0.0 0.0
H -3.8114 3.7576 -1.9473 0.1 -0.1 0.0
H -1.7060 5.4938 -3.3388 0.2 0.0 0.1
H -2.3515 3.9960 -3.9694 0.1 -0.2 0.0
```
Positions in Å, forces in eV/Å.

The charge is -1. The largest force on an atom comes out at 1.7 eV Å⁻¹. Its spin multiplicity is 1. The calculation puts the LUMO energy at 2.6 eV. As for the HOMO-LUMO gap: 5.09 eV.

---

The following is a quantum chemistry calculation of a molecular structure, C9H23BaCu2NO6P, from the Open Molecules 2025 dataset.

XYZ file:
```
43
Properties=species:S:1:pos:R:3:forces:R:3
Cu 2.0918 4.3232 2.2300 -0.5 -0.6 -0.8
Cu -0.7154 3.5727 2.8066 0.2 -0.4 -1.1
Ba 1.5390 1.3113 4.3171 -0.6 -2.1 -0.6
O 0.8877 2.4839 2.0230 0.5 2.0 1.7
H 1.0007 2.2544 1.0850 -0.4 0.1 0.0
C 0.3097 3.7518 -2.0747 0.2 -0.7 -0.4
O 0.0750 4.8907 -2.3623 -0.1 0.5 0.2
N 0.4889 2.7174 -2.9252 -0.3 -0.1 0.8
C 0.8897 1.4265 -2.4105 0.4 -0.1 -0.2
C 0.4600 2.9355 -4.3500 -0.6 -0.1 -0.7
H 0.4204 3.4125 -1.0027 -0.1 0.0 0.1
H 0.6793 0.6292 -3.1210 -0.2 0.2 -0.1
H 0.3368 1.1666 -1.5025 0.2 0.1 0.1
H 1.9772 1.4032 -2.2663 -0.1 -0.1 0.3
H -0.3142 3.6588 -4.5976 0.2 0.3 0.1
H 1.4241 3.2494 -4.7454 0.0 0.0 0.0
H 0.1329 2.0136 -4.8313 0.3 0.0 0.0
C -2.7454 -0.0916 -0.5398 0.1 0.6 0.6
C -2.0323 0.0707 0.7941 -0.2 0.1 -0.4
O -1.6195 -1.2300 1.2799 -0.3 0.4 0.0
P -0.2279 -1.4956 1.8979 -0.1 -0.2 -0.2
O 0.1526 -0.5994 3.0406 0.9 1.5 0.9
O -0.2294 -2.9543 2.3304 -0.2 -0.5 0.2
C -0.9497 -4.0020 1.5667 0.2 -1.3 0.3
C -2.2268 -4.3745 2.2788 -0.3 1.2 0.1
O 0.7543 -1.3310 0.6876 0.2 0.6 -0.3
C 2.1666 -1.1307 0.8966 -0.1 -0.4 0.4
C 2.8963 -1.2501 -0.4132 -0.2 0.5 -0.3
H -2.9777 0.9060 -0.9221 0.1 0.0 -0.1
H -2.0886 -0.5941 -1.2438 -0.2 -0.2 -0.1
H -3.7014 -0.5882 -0.4013 0.1 -0.3 -0.1
H -1.1555 0.7215 0.6680 0.1 -0.2 0.1
H -2.6843 0.4969 1.5581 0.0 0.0 0.0
H -1.0586 -3.7333 0.5193 -0.1 0.4 0.1
H -0.2809 -4.8611 1.6075 0.2 0.2 -0.1
H -2.9071 -3.5159 2.3396 0.1 -0.1 -0.2
H -2.7602 -5.1553 1.7452 0.2 -0.2 0.1
H -2.0115 -4.6341 3.3132 0.0 -0.4 -0.1
H 2.2873 -0.1433 1.3806 0.1 0.0 -0.2
H 2.5157 -1.8839 1.6110 0.0 0.0 -0.1
H 2.7477 -0.3682 -1.0419 0.2 0.1 0.2
H 3.9551 -1.3938 -0.2111 0.1 0.0 -0.2
H 2.4977 -2.0655 -1.0140 0.2 -0.3 0.3
```
Positions in Å, forces in eV/Å.

The charge is +3. The largest force on an atom comes out at 2.6 eV Å⁻¹. Its spin multiplicity is 1. The value obtained for the energy relative to the best compared isomer or geometry (same formula, charge and spin) is 0.00 kcal per mole. The calculation puts the LUMO energy at -13.0 eV. As for the HOMO-LUMO gap: 3.16 eV.

---

The following is a quantum chemistry calculation of 6 unconnected molecules or ions with the total composition C9H23ClN5O6, from the Open Molecules 2025 dataset.

XYZ file:
```
44
Properties=species:S:1:pos:R:3:forces:R:3
Cl 8.9316 8.0005 8.4679 0.1 -0.3 0.0
C 10.9783 11.9460 6.8392 -1.3 1.2 -0.3
N 10.9911 12.2327 5.3618 -1.8 0.8 -1.3
O 12.0158 12.6189 4.8505 0.4 -0.3 0.3
O 9.9065 12.1996 4.7248 1.8 -0.4 1.7
H 10.7587 12.8997 7.3411 0.6 0.1 -0.4
H 11.9147 11.5526 7.1919 0.1 -0.4 -0.1
H 10.0421 11.4476 7.0225 0.2 -1.1 0.1
O 11.5296 12.2924 10.2861 1.3 1.1 -0.1
C 10.7411 11.3822 10.2368 -0.6 0.1 -0.2
N 11.0496 10.1404 9.8234 2.1 1.2 0.0
C 9.3376 11.5247 10.7244 -0.8 0.1 0.1
H 10.2729 9.5456 9.6625 -0.2 -1.5 -0.7
H 12.0346 10.0636 9.4735 -1.8 -0.5 0.4
H 9.4806 11.3604 11.7935 -0.6 -0.7 0.1
H 8.7016 10.7896 10.1822 0.1 0.4 0.9
H 8.8930 12.5376 10.7143 0.6 -0.4 -0.6
O 5.9273 11.4886 6.3048 -0.4 0.7 -0.5
C 6.4478 10.5028 6.7640 0.3 -1.1 1.9
N 7.3154 9.7237 6.0871 -0.7 -0.1 0.4
C 6.1712 10.0436 8.1970 -1.8 -0.5 -0.4
H 7.7014 10.2281 5.3524 0.9 0.5 -1.8
H 7.8871 9.0559 6.5636 0.3 -0.3 0.5
H 6.2048 10.8704 8.8644 -0.1 1.0 0.3
H 6.7818 9.2920 8.6521 0.7 -0.5 -0.4
H 5.1251 9.6448 8.2302 0.6 0.5 -0.1
O 13.3608 5.6920 7.0508 0.6 -0.3 -0.6
C 12.2585 6.2009 7.0037 -0.6 -1.0 0.8
N 11.1458 5.4642 7.3375 0.2 1.6 -0.7
C 12.1576 7.6737 6.6948 1.1 0.7 -0.1
H 11.2570 4.4736 7.4961 -0.1 0.4 0.3
H 10.3492 6.0236 7.6300 -0.3 -0.5 0.0
H 12.4497 7.9064 5.6561 -0.3 -0.5 0.2
H 13.0140 8.0470 7.2665 -0.1 0.3 0.0
H 11.2996 8.2718 6.9669 -0.6 -0.5 0.1
O 4.8930 4.2093 7.5869 0.5 1.3 0.1
C 5.5802 5.2082 7.8259 0.6 -1.8 1.0
N 6.8401 5.0849 8.3847 0.2 2.6 -0.7
C 5.1055 6.6259 7.6881 -0.3 1.6 -0.1
H 7.2377 4.2728 8.7647 -0.1 -1.5 0.0
H 7.5140 5.8750 8.3765 -1.0 -0.4 0.1
H 5.8302 7.4114 8.0384 -0.3 -1.1 -0.8
H 4.2449 6.8257 8.3599 0.2 -0.6 -0.4
H 4.7577 6.8336 6.6470 0.4 -0.1 0.8
```
Positions in Å, forces in eV/Å.

The charge is -1. The largest force on an atom comes out at 2.7 eV Å⁻¹. Its spin multiplicity is 1. The calculation puts the LUMO energy at 2.2 eV. As for the HOMO-LUMO gap: 9.06 eV.

---

The following is a quantum chemistry calculation of 2 unconnected molecules or ions with the total composition C9H23N2O7P, from the Open Molecules 2025 dataset.

XYZ file:
```
42
Properties=species:S:1:pos:R:3:forces:R:3
C -4.8872 0.2688 2.6002 -0.2 0.2 -0.2
O -3.7529 1.1413 2.5925 0.2 -0.2 0.1
C -2.8548 0.9361 1.5902 0.0 0.2 0.4
O -3.1599 0.6545 0.4636 0.0 -0.4 0.0
N -1.5515 1.0591 2.0552 -0.4 0.7 -0.7
C -1.2420 2.1539 2.9762 0.2 -0.4 0.3
P -0.5244 3.5810 2.1272 0.0 -0.1 -0.2
O 0.9162 3.4279 1.9057 0.0 0.1 0.0
O -1.4531 3.7077 0.8399 0.0 0.1 0.2
O -0.9510 4.9096 2.9229 -0.1 -0.1 0.2
H -4.8377 -0.3468 3.4969 0.0 0.0 0.0
H -5.7929 0.8719 2.6198 0.0 0.0 0.0
H -4.8927 -0.3540 1.7078 0.0 0.0 0.0
H -0.9502 1.0397 1.2329 0.1 -0.3 0.1
H -2.1149 2.4179 3.5665 -0.1 0.0 -0.1
H -0.4638 1.8296 3.6740 -0.1 0.0 0.0
H -1.5007 4.6080 0.4960 0.0 0.0 -0.1
H -0.4207 5.0483 3.7164 0.1 0.1 -0.1
C 4.1295 -2.8454 -0.8777 0.0 0.0 0.0
O 3.8989 -1.8138 -1.8118 -0.1 0.0 0.0
C 3.2952 -2.2275 -3.0300 0.0 0.0 -0.1
C 1.8690 -1.7352 -3.1401 0.0 0.0 0.0
N 1.0005 -2.4051 -2.1863 0.1 0.1 0.1
C -0.3471 -1.8574 -2.0830 0.0 -0.1 0.0
C -0.5146 -0.4082 -1.6448 -0.2 0.1 -0.1
O -0.1778 -0.1681 -0.2914 0.2 0.0 0.2
C 1.2011 0.0178 -0.0168 0.0 0.0 0.0
H 4.7638 -2.4333 -0.0947 0.0 0.0 0.0
H 3.2048 -3.2138 -0.4189 0.0 0.0 0.0
H 4.6457 -3.6934 -1.3392 0.0 0.0 0.0
H 3.3336 -3.3176 -3.1238 0.0 0.0 0.0
H 3.8783 -1.7941 -3.8470 0.0 0.0 0.0
H 1.5075 -1.9445 -4.1524 0.0 0.0 0.0
H 1.8872 -0.6431 -3.0175 0.0 0.0 0.0
H 1.4360 -2.3915 -1.2734 0.0 0.0 0.0
H -0.9009 -2.4791 -1.3754 0.0 0.0 0.0
H -0.8367 -1.9728 -3.0562 0.0 0.0 0.0
H -1.5757 -0.1615 -1.7239 0.0 0.0 0.0
H 0.0277 0.2899 -2.2947 0.1 0.0 0.0
H 1.7141 0.4991 -0.8539 0.0 0.0 0.0
H 1.7073 -0.9241 0.2137 0.0 0.0 0.0
H 1.2867 0.6681 0.8553 0.0 0.0 0.0
```
Positions in Å, forces in eV/Å.

As for the structure (SMILES): COC(=O)NCP(=O)(O)O.COCCNCCOC. The largest force on an atom comes out at 1.1 eV Å⁻¹. Its spin multiplicity is 1. The calculation puts the LUMO energy at 0.4 eV. As for the HOMO-LUMO gap: 8.98 eV.

---

The following is a quantum chemistry calculation of 2 unconnected molecules or ions with the total composition C9H23N6, from the Open Molecules 2025 dataset.

XYZ file:
```
38
Properties=species:S:1:pos:R:3:forces:R:3
C 0.1914 1.8205 -0.6718 -0.8 -1.1 0.2
C -0.9228 0.6130 1.0876 0.8 -2.6 -0.4
C 1.5748 0.2931 0.7514 -2.1 -2.4 0.2
C -3.3904 -1.2442 0.6486 1.5 -3.5 0.0
C -2.6706 -0.4486 -1.7478 1.0 -2.6 -0.8
C 1.4849 -1.6154 -0.8061 0.0 -2.6 0.8
C 3.6827 -0.3193 -0.4268 0.8 -2.1 3.4
C -2.3469 -1.0126 -0.4192 1.1 -0.1 1.5
C 2.4030 -0.9276 0.2084 -1.2 2.9 -1.2
N -0.8881 1.6195 0.1213 -0.2 2.8 -1.0
N 0.2039 -0.2564 1.2217 0.6 1.9 -1.3
N 1.2940 1.1060 -0.3752 -1.4 1.7 -1.0
N 0.0888 2.4831 -1.8746 1.1 -1.0 1.3
N -1.6322 0.8081 2.2251 -1.6 -0.3 3.0
N 2.3272 0.9639 1.6975 -0.1 1.3 2.5
H -2.9253 -1.3678 1.7137 -1.1 1.0 -1.8
H -3.8261 -2.3357 0.5476 0.5 1.9 -0.1
H -4.1853 -0.5701 0.4365 -0.9 0.7 0.8
H -3.1683 0.4419 -1.7046 -1.6 2.5 0.2
H -3.3284 -1.1466 -2.3171 0.3 0.3 0.2
H -1.7862 -0.2913 -2.3858 -0.1 -0.2 0.3
H 2.0137 -1.8994 -1.7183 0.0 0.0 0.1
H 0.5276 -1.1370 -1.0899 0.8 0.0 0.4
H 1.2187 -2.5718 -0.2648 -0.2 0.7 -1.1
H 4.4808 -1.0631 -0.0412 -0.7 1.5 -1.7
H 3.8819 0.6392 0.0248 0.4 0.2 0.2
H 3.5241 -0.1750 -1.4417 0.5 -0.3 -2.1
H -1.4152 -1.5922 -0.3663 -0.6 0.1 0.1
H 2.6981 -1.5144 1.0565 -0.2 -0.6 0.3
H -1.6751 2.3406 -0.0517 1.5 -2.2 0.9
H 0.2633 -0.7435 2.1053 -0.1 0.3 0.1
H 1.8702 0.9346 -1.1446 1.2 -0.1 -1.1
H -0.7095 3.0392 -2.0776 -0.4 0.2 -0.3
H 0.7659 2.2599 -2.5998 -0.4 0.4 0.3
H -1.6683 0.0958 3.0340 0.8 1.3 -2.2
H -2.6073 1.0050 2.0636 -0.3 0.3 -0.1
H 2.8517 0.2466 2.1642 0.5 0.2 0.7
H 1.7996 1.5218 2.4174 0.7 -0.8 -1.2
```
Positions in Å, forces in eV/Å.

The charge is +1. The largest force on an atom comes out at 4.1 eV Å⁻¹. Its spin multiplicity is 1. The value obtained for the energy relative to the best compared isomer or geometry (same formula, charge and spin) is 125.35 kcal per mole. The calculation puts the LUMO energy (spin up / spin down) at -2.8 / -2.7 eV. As for the HOMO-LUMO gap (spin up / spin down): 7.24 / 6.61 eV.

---

The following is a quantum chemistry calculation of a molecular structure, C9H24AsNO2ReS4SbSi2, from the Open Molecules 2025 dataset.

XYZ file:
```
45
Properties=species:S:1:pos:R:3:forces:R:3
Re 0.5098 -0.3870 0.9617 0.7 -0.1 0.1
N 1.4726 1.4533 -0.0466 -0.3 -0.1 0.0
C 0.7772 2.7515 -0.2808 0.0 0.0 0.1
C -0.6070 2.5790 -0.9057 -0.1 0.0 0.1
C -1.3887 1.6851 0.0011 0.2 -0.6 0.2
O -2.2601 2.0437 0.7786 -0.2 -0.2 0.1
O -0.9967 0.4238 -0.0188 -0.3 0.3 -0.3
H 2.3229 1.6418 0.4740 0.1 0.0 0.0
H 1.7861 1.0574 -0.9341 0.0 0.0 -0.1
H 1.3914 3.3802 -0.9239 0.0 0.0 0.0
H 0.6888 3.2401 0.6895 0.0 0.0 0.0
H -0.5276 2.1106 -1.8877 0.0 0.0 0.0
H -1.0937 3.5460 -1.0068 0.0 0.0 0.0
S 1.2310 -1.5881 -2.4720 0.1 -0.2 0.2
Sb 1.3798 -3.0376 -0.8074 -0.5 -0.1 0.2
S -0.4862 -2.3999 0.8017 0.1 0.0 -0.1
S 2.5312 -1.0194 1.0768 0.0 0.2 0.3
S 2.2277 -4.8539 0.0659 0.0 0.3 -0.2
C 0.9263 1.1486 6.1289 0.0 0.1 0.0
Si 1.2601 -0.2562 4.9838 0.0 0.0 -0.1
C 3.0160 -0.4404 4.4671 0.1 0.1 0.0
C 0.3999 -1.8370 5.3916 -0.1 -0.1 0.0
As -0.1188 0.3628 2.9856 0.1 -0.3 0.0
Si -4.0771 0.7854 1.8400 0.8 0.8 -0.6
C -4.5766 2.4869 2.2761 -0.5 0.0 0.1
C -4.3300 0.0997 0.1710 -0.5 -0.3 0.1
C -3.8225 -0.4402 3.1740 0.1 0.0 0.0
H 1.5534 1.0059 7.0153 0.0 0.0 0.0
H -0.1125 1.1861 6.4561 0.0 0.0 0.0
H 1.1895 2.1132 5.6941 0.0 0.0 0.0
H 3.6231 -0.4035 5.3789 0.0 0.0 -0.1
H 3.3582 0.3692 3.8202 0.0 0.0 0.0
H 3.2098 -1.3938 3.9792 0.0 0.0 0.0
H 0.7668 -2.1778 6.3659 0.0 0.0 0.0
H 0.6185 -2.6156 4.6594 0.0 0.0 0.0
H -0.6812 -1.7209 5.4721 0.0 0.0 0.0
H -3.8394 3.1980 1.9104 0.0 0.0 0.1
H -4.7241 2.6188 3.3471 0.0 0.0 0.0
H -5.5163 2.7124 1.7618 0.0 0.1 0.1
H -4.2641 0.8577 -0.6030 0.0 0.1 -0.1
H -5.3447 -0.3218 0.1443 0.1 0.0 -0.1
H -3.6419 -0.7208 -0.0356 0.1 0.0 0.0
H -3.5428 0.0010 4.1288 0.0 0.0 0.0
H -3.1309 -1.2348 2.8923 0.0 0.0 0.0
H -4.8073 -0.9129 3.3040 0.0 0.0 0.0
```
Positions in Å, forces in eV/Å.

The charge is +2. The largest force on an atom comes out at 1.3 eV Å⁻¹. Its spin multiplicity is 1. The calculation puts the LUMO energy at -8.4 eV. As for the HOMO-LUMO gap: 6.20 eV.

---

no.,calculated total energy (hartree)
1,-1137.37629
2,-4509.77484
3,-1542.25270
4,-1334.33109
5,-684.89848
6,-5288.11494